1.
Molecular formula: C2H18O14Pd
Method: DFT, the ωB97M-V functional and the def2-TZVPD basis

Structure (XYZ):
```
35
Properties=species:S:1:pos:R:3:lowdin_spin:R:1
Pd -1.5292 0.0445 0.6533 1.209
C -0.0052 1.3615 0.4133 0.067
O -0.7852 1.0945 -0.4627 0.096
O 1.1228 2.0175 0.2733 0.028
O -0.2722 0.8245 1.4493 0.133
H 1.1108 2.2135 -0.6097 0.002
C -3.5612 -0.1695 1.2433 0.035
O -2.5992 -0.4475 1.9163 0.088
O -4.8092 -0.2825 1.6003 0.012
O -3.1212 0.2975 0.1833 0.165
H -4.8902 -0.6675 2.4483 0.002
O -1.0572 -1.5675 -0.0167 0.097
H -1.2192 -2.2495 0.6923 0.008
H -0.7112 -2.1915 -0.6797 0.019
O 2.6498 -0.3305 -1.0847 0.003
H 3.5438 -0.1285 -1.2377 0.001
H 2.6948 -0.1525 -0.1067 0.001
O -3.2932 -0.1985 -2.3357 0.003
H -2.3852 -0.2585 -2.6027 0.000
H -3.4682 0.3755 -1.5997 0.003
O -0.8402 -0.4125 -3.3837 0.003
H -0.5842 -0.3165 -4.2697 0.000
H -0.2482 0.2435 -3.0107 0.000
O 1.3718 1.1665 -2.7817 0.002
H 1.6358 0.8785 -3.6197 0.000
H 2.0278 0.8255 -2.1527 0.000
O 0.8608 -1.8845 2.0333 0.006
H 1.6238 -2.1785 1.5103 0.002
H 1.1718 -1.1895 2.6193 0.001
O 3.3238 0.4975 1.2833 0.002
H 4.1938 0.3645 1.6793 0.001
H 3.2168 1.3815 0.9173 0.001
O 1.5978 0.2395 3.3973 0.006
H 0.8748 0.4715 2.7683 0.003
H 2.3588 0.3275 2.8723 0.001
```

Summary:
Frontier orbital gap (alpha / beta) in eV: 2.9 / 6.8
⟨S²⟩: 2.005
Strongest force on any atom in eV/A: 18.7
Lowest unoccupied orbital energy (alpha / beta) in eV: -0.4 / -0.5
Spin multiplicity: 3
E_HOMO (alpha / beta) in eV: -3.4 / -7.3

2.
Molecular formula: C2H18O6
Method: DFT, the ωB97M-V functional and the def2-TZVPD basis

Structure (XYZ):
```
26
Properties=species:S:1:pos:R:3:lowdin_charge:R:1
C 2.4376 -2.1626 -5.5192 -0.188
C 1.6835 -1.5468 -4.3723 -0.182
H 3.4788 -2.4308 -5.3395 0.063
H 2.5440 -1.4592 -6.3611 0.063
H 1.8865 -2.9516 -6.0277 0.059
H 1.8008 -2.1455 -3.4700 0.063
H 1.9007 -0.4755 -4.3065 0.065
H 0.6217 -1.4115 -4.5627 0.057
O -0.2389 2.7805 -0.3987 -0.079
H 0.5902 2.8615 0.1172 0.038
H -0.7262 3.5614 -0.0882 0.041
O -1.4817 1.4549 3.6214 -0.077
H -1.1398 1.5765 4.4978 -0.002
H -0.6030 1.2638 3.2144 0.017
O -2.7051 -2.0009 2.4526 -0.053
H -2.0971 -1.2911 2.6760 0.015
H -2.2345 -2.3019 1.6758 0.004
O -2.4159 2.9206 5.8324 -0.051
H -2.7018 3.7898 5.5361 0.042
H -3.2762 2.5319 6.0216 0.045
O -0.2010 -1.4326 0.1970 -0.052
H -0.6777 -0.6071 0.1710 0.029
H -0.6433 -1.9288 -0.5269 0.072
O 1.1912 0.5391 1.9272 -0.052
H 0.8499 0.2208 1.0858 0.002
H 2.1571 0.6448 1.9464 0.059
```

Summary:
Frontier orbital gap in eV: 11.2
SMILES string: CC.O.O.O.O.O.O
Strongest force on any atom in eV/A: 2.1
Lowest unoccupied orbital energy in eV: 0.3
Energy above the lowest of the compared OMol25 structures with the same formula, charge and spin in eV: 1.1067
E_HOMO in eV: -10.9

3.
Molecular formula: C2H2
Method: DFT, the ωB97M-V functional and the def2-TZVPD basis

Structure (XYZ):
```
4
Properties=species:S:1:pos:R:3:lowdin_charge:R:1
C -0.1406 0.3722 0.4398 -0.030
C 0.1776 -0.3426 -0.4612 -0.036
H -0.3897 0.9845 1.3172 0.034
H 0.1677 -1.1619 -1.1892 0.032
```

Summary:
Frontier orbital gap in eV: 12.1
SMILES string: C#C
Strongest force on any atom in eV/A: 1.9
Lowest unoccupied orbital energy in eV: 1.4
Energy above the lowest of the compared OMol25 structures with the same formula, charge and spin in eV: 0.1066
E_HOMO in eV: -10.8

4.
Molecular formula: C2H20N2O8
Method: DFT, the ωB97M-V functional and the def2-TZVPD basis

Structure (XYZ):
```
32
Properties=species:S:1:pos:R:3:lowdin_charge:R:1
N -2.1145 2.0891 0.3404 0.020
C -2.4878 0.9346 1.1440 -0.184
C -1.2096 0.2361 1.4988 -0.561
N -1.0896 -1.0300 1.7616 0.204
O -0.2265 0.9984 1.4918 -0.043
H -1.7069 2.7514 0.8654 0.014
H -1.5107 1.7374 -0.3864 0.059
H -2.8050 1.3621 2.2839 0.186
H -3.3138 0.3282 0.6062 0.136
H -1.9499 -1.7272 1.6109 0.182
H -0.2801 -1.4780 1.6964 0.025
O 1.5669 -0.0152 -1.7918 -0.125
H 1.7019 0.6737 -0.9407 0.099
H 2.3309 0.0163 -2.3093 0.038
O -1.4513 -2.8866 -0.4087 -0.124
H -1.5116 -2.5983 -1.4321 0.088
H -0.5215 -3.0866 -0.4206 0.003
O 1.9311 -1.5520 0.5228 -0.110
H 2.0519 -0.6823 1.0128 0.011
H 1.8615 -1.3985 -0.4499 0.012
O 2.1859 0.2539 2.7199 -0.126
H 2.7856 -0.3371 3.3369 0.120
H 1.3224 0.3077 3.2217 0.063
O -0.3279 -1.8123 -2.7159 -0.028
H 0.3139 -1.5864 -2.2023 -0.112
H -1.0268 -1.0688 -2.9566 0.134
O 1.8574 1.9860 -0.1093 0.028
H 1.2731 1.8024 0.6793 0.066
H 2.6537 2.2106 0.1626 -0.010
O -0.4908 1.1801 -2.9121 -0.092
H 0.0862 1.7664 -3.4984 0.087
H 0.1019 0.6249 -2.4212 -0.059
```

Summary:
Frontier orbital gap in eV: 9.4
SMILES string: NCC(N)=O.O.O.O.O.O.O.O
Strongest force on any atom in eV/A: 11.2
Lowest unoccupied orbital energy in eV: 0.2
Energy above the lowest of the compared OMol25 structures with the same formula, charge and spin in eV: 2.5990
E_HOMO in eV: -9.2

5.
Molecular formula: C2H20O9
Method: DFT, the ωB97M-V functional and the def2-TZVPD basis

Structure (XYZ):
```
31
Properties=species:S:1:pos:R:3:lowdin_charge:R:1
O -10.5268 10.6600 -31.9990 -0.072
C -10.6285 12.0379 -31.6845 -0.236
C -11.9637 12.5367 -31.3294 -0.252
O -12.5995 11.9027 -30.2523 -0.068
H -10.2934 10.1881 -31.1955 0.068
H -9.8541 12.2576 -30.9469 0.134
H -10.4369 12.5742 -32.6169 0.112
H -12.6123 12.4847 -32.2059 0.114
H -11.9541 13.6105 -31.1206 0.128
H -11.9273 11.4538 -29.7271 0.046
O -12.3890 11.6348 -34.5141 -0.037
H -12.5032 12.3601 -35.1323 0.041
H -11.4846 11.7226 -34.2045 0.008
O -13.7823 14.0993 -28.3734 -0.057
H -13.5171 13.2008 -28.5904 0.003
H -12.9632 14.5459 -28.1494 0.027
O -9.2179 9.6364 -34.4667 -0.071
H -9.6151 10.0175 -33.6783 -0.018
H -8.9325 8.7627 -34.1908 -0.003
O -10.6907 10.1725 -28.7638 -0.029
H -11.2785 10.3391 -28.0223 0.060
H -10.1833 9.4022 -28.4981 0.059
O -9.3642 7.6749 -32.4424 -0.039
H -9.2854 6.7764 -32.7724 0.052
H -9.7703 7.5787 -31.5780 0.042
O -12.8727 9.0848 -31.2237 -0.060
H -13.0084 10.0325 -31.1123 0.002
H -12.7084 8.9760 -32.1634 0.035
O -9.9516 15.0528 -34.1336 -0.054
H -10.2672 15.5080 -34.9176 0.033
H -9.9270 15.7306 -33.4543 0.032
```

Summary:
Frontier orbital gap in eV: 10.2
SMILES string: OCCO.O.O.O.O.O.O.O
Strongest force on any atom in eV/A: 1.8
Lowest unoccupied orbital energy in eV: -0.1
Energy above the lowest of the compared OMol25 structures with the same formula, charge and spin in eV: 0.9645
E_HOMO in eV: -10.3

6.
Molecular formula: C2H22O8
Method: DFT, the ωB97M-V functional and the def2-TZVPD basis

Structure (XYZ):
```
32
Properties=species:S:1:pos:R:3:lowdin_spin:R:1
C -0.5852 1.7695 -0.2907 0.004
C 0.5972 1.3267 0.5404 0.004
H -1.0655 2.7003 0.0325 0.000
H -1.3769 1.0439 -0.4313 -0.001
H -0.4384 2.0461 -1.3601 0.003
H 0.1840 0.8966 1.4319 0.002
H 1.1359 0.5397 0.0873 0.000
H 1.2646 2.1283 0.7963 0.001
H 2.3125 -1.3812 -1.5599 0.000
H 1.0007 -1.3084 -2.3117 0.000
O 1.3648 -1.5047 -1.4412 0.001
H 2.3696 1.5994 -1.0000 0.000
H 3.6361 2.1389 -0.3246 0.000
O 2.9772 1.4424 -0.2828 0.002
H -3.4845 1.6051 -0.3658 0.004
H -3.2880 0.3579 0.5302 -0.008
O -3.9815 0.8189 0.0055 0.605
H 2.9034 -0.0105 0.7838 0.000
H 2.2947 -1.3046 0.4678 0.000
O 2.6383 -0.8455 1.2395 0.002
H -0.5256 -2.4551 1.9093 -0.001
H 0.4032 -3.5638 1.5658 0.000
O -0.4670 -3.2216 1.3414 0.021
H -2.0246 -1.2953 0.6761 0.000
H -2.6766 -1.7109 -0.6014 -0.002
O -2.0650 -1.0329 -0.2693 0.361
H -0.2039 1.5159 -3.3980 0.000
H 0.8261 1.5982 -2.4631 0.000
O 0.7624 1.6049 -3.4427 0.001
H -0.5961 -0.5902 2.3424 0.000
H -1.4862 -0.3163 3.5519 0.000
O -1.3795 -0.0991 2.6133 0.000
```

Summary:
Frontier orbital gap (alpha / beta) in eV: 9.8 / 2.6
⟨S²⟩: 0.759
Strongest force on any atom in eV/A: 2.2
Lowest unoccupied orbital energy (alpha / beta) in eV: -3.7 / -10.9
Total charge: +1
Spin multiplicity: 2
E_HOMO (alpha / beta) in eV: -13.5 / -13.5

Number 1: calculated total energy -1267.7067 hartree. Number 2: calculated total energy -538.3930 hartree. Number 3: calculated total energy -77.3194 hartree. Number 4: calculated total energy -799.5622 hartree. Number 5: calculated total energy -765.3195 hartree. Number 6: calculated total energy -690.8456 hartree.